# 1
The following is a quantum chemistry calculation of 12 unconnected molecules or ions with the total composition C48H127N7O22 at a distorted geometry, from the Open Molecules 2025 dataset.

XYZ file:
```
204
C48H127N7O22 (ωB97M-V with the def2-TZVPD basis set)
C -10.3398 -6.8056 -4.2040
O -9.6875 -5.7073 -3.5168
C -8.3309 -5.4723 -3.8716
C -7.6564 -4.2241 -3.2086
N -7.5710 -4.3705 -1.7534
C -6.3825 -5.0580 -1.3185
C -6.0117 -4.7759 0.1138
O -4.9820 -3.7851 0.1286
C -4.7314 -3.2087 1.3501
H -10.9127 -6.3125 -4.9892
H -11.0205 -7.3178 -3.5240
H -9.6846 -7.6113 -4.5353
H -8.4781 -5.3585 -4.9456
H -7.7130 -6.3642 -3.7674
H -8.3991 -3.4338 -3.3183
H -6.7169 -4.0465 -3.7320
H -8.3249 -5.0014 -1.5220
H -5.5919 -4.7058 -1.9812
H -6.4188 -6.1471 -1.3436
H -5.5685 -5.6584 0.5753
H -6.9210 -4.5064 0.6511
H -4.6985 -2.1256 1.2325
H -3.6767 -3.4042 1.5434
H -5.2990 -3.5174 2.2280
C 7.6130 -0.3618 7.3899
O 6.9667 0.2370 6.3470
C 7.9224 0.4115 5.2614
C 7.8410 -0.8065 4.2810
N 6.7065 -0.6879 3.3713
C 6.9008 -1.4504 2.2128
C 5.7010 -1.2469 1.2820
O 4.5232 -1.7692 2.0281
C 3.7410 -2.6917 1.2794
H 8.2849 -1.1978 7.1956
H 6.7580 -0.6325 8.0093
H 8.3731 0.2976 7.8090
H 8.9766 0.4507 5.5358
H 7.7458 1.3424 4.7225
H 7.8568 -1.6658 4.9515
H 8.8332 -0.7721 3.8309
H 5.8638 -1.1402 3.6958
H 6.8716 -2.4764 2.5795
H 7.7856 -1.1691 1.6417
H 5.7739 -1.7359 0.3106
H 5.6167 -0.1873 1.0405
H 2.8051 -2.8865 1.8029
H 4.2812 -3.6225 1.1061
H 3.3694 -2.2616 0.3493
C -0.6246 6.2296 -8.9157
O 0.0207 5.0530 -8.6668
C 1.1047 5.3171 -7.7756
C 0.8503 4.6097 -6.4108
N -0.2638 5.1744 -5.7188
C -0.5734 4.7773 -4.3746
C -1.1443 3.3441 -4.0938
O -2.1388 2.9567 -5.0393
C -2.5114 1.5789 -4.8686
H -1.2309 6.6225 -8.0995
H -1.3458 5.9054 -9.6660
H -0.1333 7.0139 -9.4915
H 1.3114 6.3857 -7.7167
H 2.0483 5.0630 -8.2584
H 1.7675 4.5683 -5.8234
H 0.4603 3.6164 -6.6330
H -1.1336 4.9086 -6.1580
H -1.2873 5.4901 -3.9618
H 0.3827 4.8915 -3.8637
H -1.5193 3.1288 -3.0932
H -0.3509 2.5992 -4.1559
H -1.6192 0.9659 -4.9959
H -3.1167 1.3462 -5.7446
H -2.9481 1.1909 -3.9483
C 2.2259 0.2054 4.2564
O 2.4270 -0.7871 5.2665
C 3.7668 -0.9656 5.6544
C 3.7153 -1.7204 6.9515
N 3.2666 -3.1387 6.7571
C 3.3026 -3.9592 8.0024
C 2.4659 -3.5085 9.1551
O 2.8024 -2.2353 9.7137
C 1.6981 -1.5853 10.4443
H 2.4536 -0.1430 3.2490
H 2.7219 1.1683 4.3788
H 1.1656 0.4381 4.3551
H 4.3110 -0.0288 5.7734
H 4.5128 -1.4702 5.0405
H 3.1931 -1.1303 7.7047
H 4.7338 -1.8205 7.3267
H 2.3018 -2.8902 6.5911
H 4.2767 -4.1063 8.4689
H 2.9182 -4.9520 7.7688
H 2.4763 -4.2631 9.9415
H 1.5205 -3.4204 8.6197
H 0.7828 -1.4426 9.8700
H 1.7806 -0.5661 10.8216
H 1.4603 -2.2205 11.2977
C 1.3597 6.6557 0.9238
O -0.0429 6.6154 1.1776
C -0.8701 7.2774 0.2457
C -0.9171 6.4818 -1.0375
N -1.4251 5.0908 -0.8089
C -2.8763 5.0434 -0.4191
C -3.4041 3.5814 -0.3302
O -4.8385 3.5402 -0.2548
C -5.0416 3.2459 1.1186
H 1.8954 6.2556 1.7847
H 1.7128 7.6857 0.9743
H 1.6592 6.2308 -0.0342
H -0.5979 8.2866 -0.0633
H -1.8466 7.4150 0.7099
H 0.0822 6.4648 -1.4724
H -1.5010 6.9713 -1.8170
H -0.9179 4.6659 -0.0458
H -3.3731 5.5721 -1.2325
H -3.2163 5.5640 0.4761
H -2.7975 2.8775 0.2396
H -3.2684 3.1219 -1.3092
H -4.8247 2.1837 1.2322
H -6.0491 3.4827 1.4605
H -4.4710 3.9215 1.7558
C 2.9914 0.8329 0.1270
O 1.9436 1.0672 -0.7503
C 0.9358 2.0458 -0.5926
C -0.3729 1.4189 -0.0362
N -0.1331 0.2916 0.8540
C -1.0662 -0.7560 0.7833
C -0.9799 -1.6227 -0.4080
O 0.0079 -2.6109 -0.2044
C 0.2615 -3.4364 -1.3684
H 3.9490 0.8803 -0.3916
H 2.9454 -0.2338 0.3462
H 3.0104 1.2526 1.1328
H 0.8615 2.5805 -1.5396
H 1.2087 2.8160 0.1288
H -1.0977 1.3208 -0.8444
H -0.8632 2.1929 0.5543
H 0.6583 -0.1835 0.4440
H -2.0345 -0.3079 1.0060
H -0.7858 -1.3635 1.6437
H -0.8069 -0.9581 -1.2544
H -1.9843 -2.0345 -0.5072
H -0.5206 -3.5809 -2.1138
H 0.8577 -4.3154 -1.1233
H 0.8491 -2.8526 -2.0770
C -6.2092 -0.6790 -3.0919
O -5.3754 -1.5257 -3.8337
C -4.2785 -2.0487 -3.0905
C -3.2636 -2.8463 -4.0644
N -2.0358 -2.0451 -4.0020
C -1.1446 -2.1878 -5.1699
C -0.8850 -3.6396 -5.6680
O -0.1123 -3.7767 -6.8088
C 0.1609 -5.1028 -7.1816
H -6.9071 -1.4107 -2.6849
H -6.8167 -0.0693 -3.7607
H -5.7171 -0.0431 -2.3559
H -4.8041 -2.8423 -2.5594
H -3.7718 -1.2369 -2.5686
H -3.7142 -3.0600 -5.0335
H -2.9125 -3.7991 -3.6682
H -2.2029 -1.1618 -3.5415
H -0.2287 -1.6810 -4.8659
H -1.3989 -1.6813 -6.1010
H -1.8442 -4.0758 -5.9469
H -0.4257 -4.1409 -4.8161
H 1.0723 -5.1014 -7.7795
H -0.7557 -5.4820 -7.6335
H 0.3130 -5.7530 -6.3201
O -2.1272 -1.7948 4.8677
C -1.8752 -3.0016 4.1287
C -0.3012 -3.0098 3.9739
O 0.3530 -3.0710 5.2816
H -1.9214 -1.9442 5.7934
H -2.2511 -3.8643 4.6787
H -2.4406 -2.9970 3.1969
H 0.1013 -2.0770 3.5788
H 0.0856 -3.8514 3.3994
H 1.0066 -2.3680 5.2812
O 6.5325 5.2409 2.7775
C 5.4005 4.3971 2.9581
C 4.6073 4.3491 1.6582
O 5.4219 3.6591 0.7874
H 7.2641 4.6218 2.7227
H 5.7918 3.4168 3.2302
H 4.8322 4.8778 3.7544
H 4.2728 5.3154 1.2807
H 3.7103 3.7607 1.8515
H 6.1286 4.2089 0.4412
O 1.6150 0.4118 -5.3461
C 2.4155 0.5788 -4.2352
C 2.4296 -0.7470 -3.4986
O 3.4697 -1.6340 -3.9266
H 2.1330 0.2418 -6.1363
H 3.4436 0.8568 -4.4671
H 2.0420 1.2891 -3.4975
H 1.4440 -1.2022 -3.5967
H 2.6020 -0.5336 -2.4437
H 3.1532 -2.1883 -4.6436
O -0.8214 1.3093 3.3817
H -0.4381 2.1761 3.2481
H -0.9425 0.9617 2.4981
O -0.8139 4.4244 2.4568
H -1.1750 4.3478 3.3399
H -0.4345 5.3027 2.4281
```

**SMILES**: COCCNCCOC.COCCNCCOC.COCCNCCOC.COCCNCCOC.COCCNCCOC.COCCNCCOC.COCCNCCOC.OCCO.OCCO.OCCO.O.O
**Kohn-Sham gap**: 8.81 eV
**E**: -3942.912096 hartree
**Strongest force on any atom**: 3.815 eV/A
**Energy relative to the best compared isomer or geometry (same formula, charge and spin)**: 186.55 kcal per mole



# 2
The following is a quantum chemistry calculation of 14 unconnected molecules or ions with the total composition C48H129N5O28 at a distorted geometry, from the Open Molecules 2025 dataset.

XYZ file:
```
210
C48H129N5O28 (ωB97M-V with the def2-TZVPD basis set)
C 0.2825 4.4137 -2.2537
C 1.5020 3.4892 -2.0050
O 2.6718 4.2207 -1.7424
O -0.0752 4.7312 -3.5818
H 0.4896 5.3453 -1.7272
H -0.6273 3.8876 -1.9646
H 1.6643 2.8850 -2.8976
H 1.3436 2.9339 -1.0805
H 2.7449 4.9498 -2.3626
H -0.5385 5.5720 -3.5934
C -3.9745 1.2028 1.7373
C -3.4249 0.2605 0.6249
O -4.4621 -0.2557 -0.1099
O -4.8738 0.4619 2.5601
H -4.5940 1.9841 1.2971
H -3.1459 1.5991 2.3242
H -2.7742 -0.5413 0.9736
H -2.8844 0.8111 -0.1450
H -5.2752 -0.1674 0.3927
H -5.3281 1.0228 3.1930
C -4.6909 -0.7658 -7.4383
C -3.2344 -1.1259 -7.0426
O -2.6348 -0.1637 -6.2493
O -4.7468 0.4625 -8.1791
H -5.3547 -0.8540 -6.5783
H -5.1094 -1.5091 -8.1170
H -2.7638 -1.1823 -8.0242
H -3.1882 -2.0663 -6.4934
H -1.7605 -0.2516 -6.6360
H -4.7659 1.2045 -7.5703
C -3.2758 3.4917 -6.0871
C -3.9603 4.0311 -4.7912
O -3.6918 3.2101 -3.6571
O -3.9359 2.2812 -6.2328
H -2.2155 3.2602 -5.9861
H -3.5142 4.1774 -6.9002
H -5.0342 4.2177 -4.7862
H -3.4746 4.9757 -4.5463
H -4.3348 2.5206 -3.4763
H -3.3805 1.5787 -5.8872
C 0.2105 -1.6180 -8.2388
C 1.1556 -2.6236 -7.7252
O 2.4413 -2.0007 -7.5480
O -0.1716 -0.6768 -7.2631
H -0.7687 -2.0278 -8.4866
H 0.5776 -1.1927 -9.1728
H 1.0940 -3.3973 -8.4904
H 0.7625 -3.0253 -6.7913
H 2.2848 -1.2569 -6.9616
H 0.5258 -0.0510 -7.0543
C -5.5296 0.2463 -3.6571
C -4.3232 -0.6507 -3.5979
O -4.5181 -1.6033 -2.5599
O -5.3372 1.0727 -2.5181
H -6.4550 -0.3296 -3.6513
H -5.5623 0.8969 -4.5310
H -3.3912 -0.1099 -3.4328
H -4.0989 -1.1546 -4.5380
H -4.3044 -1.3014 -1.6740
H -5.2485 0.5358 -1.7273
C 5.2569 4.1650 0.4899
C 4.8754 2.8921 1.1458
O 4.3276 3.1360 2.3942
O 6.5084 4.6779 0.8904
H 4.4963 4.9144 0.7088
H 5.2569 4.0492 -0.5940
H 5.7620 2.2964 1.3632
H 4.1539 2.3001 0.5828
H 5.1080 3.3323 2.9177
H 6.6160 5.5318 0.4652
C -0.1345 4.3319 1.7804
C 1.2033 3.7348 2.1311
O 2.2045 4.7218 2.4115
O -0.9913 3.2867 1.2763
H 0.0999 5.0504 0.9950
H -0.6654 4.8298 2.5918
H 1.4627 3.1915 1.2224
H 1.1122 3.0031 2.9339
H 3.0456 4.2705 2.3094
H -1.7985 3.6334 0.8891
C 4.3756 -1.0415 0.9155
C 5.4635 -1.8335 1.6428
O 6.3842 -2.4363 0.7815
O 3.4441 -1.8650 0.3069
H 4.8116 -0.2492 0.3070
H 3.8224 -0.5289 1.7025
H 5.0546 -2.6277 2.2674
H 6.0495 -1.1759 2.2848
H 5.8730 -3.0810 0.2868
H 2.7142 -1.2866 0.0739
C -5.1248 -6.2198 -1.2331
O -4.2043 -5.7338 -0.3079
C -4.0766 -4.2953 -0.3461
C -2.9264 -3.9710 0.6664
N -1.6625 -4.3244 -0.0404
C -0.4459 -3.9895 0.7420
C 0.8915 -4.3534 -0.0114
O 1.3043 -5.6991 0.3123
C 0.9244 -6.6758 -0.6748
H -4.7137 -6.2315 -2.2425
H -6.0762 -5.6881 -1.2509
H -5.3107 -7.2295 -0.8670
H -5.0466 -3.8511 -0.1227
H -3.7316 -4.0194 -1.3426
H -3.0263 -4.4789 1.6256
H -2.9652 -2.8896 0.7976
H -1.5537 -5.2800 -0.3485
H -0.4955 -4.4626 1.7227
H -0.4873 -2.9215 0.9557
H 1.5650 -3.6677 0.5027
H 0.9009 -4.1408 -1.0804
H 0.0911 -6.3012 -1.2692
H 0.7248 -7.6438 -0.2153
H 1.7519 -6.8686 -1.3576
C 0.8116 -1.4349 3.1246
O 1.2927 -0.8541 1.9049
C 0.3325 0.0218 1.3112
C 1.0334 0.5661 0.0239
N 1.5403 -0.3679 -0.9598
C 0.5143 -1.2208 -1.5967
C -0.3622 -0.4257 -2.5842
O 0.3232 0.6271 -3.2242
C -0.4725 1.3212 -4.1663
H 0.3642 -0.6448 3.7276
H 1.7055 -1.8970 3.5435
H 0.0874 -2.2344 2.9684
H 0.0538 0.9447 1.8198
H -0.5578 -0.5852 1.1467
H 1.9500 0.9992 0.4245
H 0.3755 1.3100 -0.4256
H 1.9461 0.1014 -1.7567
H -0.1217 -1.7061 -0.8563
H 0.9365 -2.0274 -2.1960
H -1.0121 0.1783 -1.9510
H -1.0296 -1.0513 -3.1770
H 0.0166 2.2365 -4.4998
H -1.4946 1.5491 -3.8639
H -0.5726 0.6825 -5.0439
C 5.8268 -0.5483 -2.6374
O 5.0401 -1.2333 -3.5797
C 3.6632 -1.2947 -3.2479
C 2.8766 -1.5783 -4.5238
N 2.3025 -0.3777 -5.1058
C 3.3165 0.6070 -5.5014
C 2.4872 1.8474 -6.0002
O 1.5057 1.4837 -6.9033
C 0.7048 2.6476 -7.2913
H 6.7311 -0.3506 -3.2129
H 5.9547 -1.1947 -1.7691
H 5.4302 0.4275 -2.3568
H 3.4095 -0.3644 -2.7398
H 3.5989 -2.0593 -2.4736
H 2.0631 -2.2508 -4.2516
H 3.5857 -2.1760 -5.0966
H 1.5369 -0.0073 -4.5611
H 3.9098 0.1618 -6.3000
H 3.9461 0.8386 -4.6423
H 3.1410 2.5460 -6.5223
H 2.0679 2.4371 -5.1851
H 1.1846 3.1782 -8.1137
H 0.5471 3.3660 -6.4869
H -0.2861 2.3699 -7.6507
C -1.2320 2.3251 4.7809
O -1.7489 1.6615 5.9029
C -2.9208 0.8094 5.5881
C -2.4449 -0.3860 4.7699
N -3.5445 -1.2763 4.6196
C -3.2739 -2.5591 3.9982
C -2.6828 -3.6014 4.9539
O -1.3453 -3.2287 5.2383
C -0.7505 -4.1010 6.1502
H -0.1965 2.5984 4.9838
H -1.8048 3.2488 4.6985
H -1.2760 1.7957 3.8292
H -3.5706 1.3350 4.8884
H -3.4719 0.4921 6.4733
H -1.6253 -0.7749 5.3742
H -2.0294 -0.2046 3.7787
H -4.2480 -0.8311 4.0478
H -2.5866 -2.4118 3.1652
H -4.2000 -2.9645 3.5907
H -2.7207 -4.5278 4.3808
H -3.1586 -3.7632 5.9211
H -1.1533 -4.0721 7.1626
H 0.3020 -3.8341 6.2458
H -0.7045 -5.1474 5.8483
C 0.9373 -0.4388 7.0673
O 1.8167 0.4604 7.7610
C 1.8543 1.8166 7.2603
C 3.1120 2.5626 7.8891
N 2.9851 2.6654 9.3954
C 3.6631 1.5820 10.1409
C 3.4343 1.6288 11.6515
O 2.0667 1.5837 12.0450
C 1.3693 0.4229 11.6779
H 1.1484 -0.3862 5.9992
H -0.1231 -0.2725 7.2566
H 1.1745 -1.4496 7.3992
H 0.9757 2.2977 7.6901
H 1.7855 1.8957 6.1754
H 3.1594 3.5385 7.4059
H 4.0788 2.1101 7.6686
H 2.0388 2.6828 9.7482
H 4.7294 1.7021 9.9491
H 3.4427 0.6055 9.7098
H 3.7748 2.5492 12.1259
H 4.0028 0.7945 12.0625
H 0.2827 0.4745 11.7459
H 1.6575 -0.5019 12.1778
H 1.6201 0.2118 10.6384
```

**Kohn-Sham gap**: 8.38 eV
**E**: -4286.248630 hartree
**Strongest force on any atom**: 2.845 eV/A
**Energy relative to the best compared isomer or geometry (same formula, charge and spin)**: 30.04 kcal per mole